Arrangement i

{
  "formula": "C4H14N2OS",
  "method": "wB97M-V/def2-TZVPD",
  "species": ["H", "O", "C", "H", "H", "H", "H", "H", "H", "N", "H", "H", "H", "H", "H", "C", "H", "C", "H", "C", "N", "S"],
  "positions_angstrom": [[-0.344, 2.617, 0.145], [1.486, -3.001, 1.841], [-1.154, 1.716, -1.558], [-2.503, 1.430, 0.019], [-0.909, 0.412, 0.148], [-0.856, 3.679, -1.084], [0.198, -0.903, -1.043], [-1.846, 2.138, -2.286], [-0.468, 0.268, 1.997], [-0.430, 2.796, -0.842], [1.843, -3.752, 2.313], [1.465, -0.933, 1.673], [-2.279, -0.131, -1.027], [-0.325, 1.124, -1.982], [1.935, 0.340, 0.535], [1.108, -0.289, 0.853], [2.031, -2.975, 0.559], [-1.887, 0.781, -0.587], [0.036, -2.176, 0.159], [0.706, -1.403, -0.220], [-0.006, 0.497, 1.118], [2.197, -2.236, -0.732]],
  "homo_ev": -7.98,
  "homo_lumo_gap_ev": 4.505
}


Arrangement ii

{
  "formula": "C4H14N2OS",
  "method": "wB97M-V/def2-TZVPD",
  "species": ["S", "H", "N", "C", "O", "H", "H", "H", "H", "H", "H", "H", "H", "C", "C", "N", "H", "H", "H", "H", "C", "H"],
  "positions_angstrom": [[-2.519, 1.826, -2.661], [-1.123, 0.413, 2.022], [0.406, -1.765, 0.672], [-0.482, 1.807, -0.821], [2.725, -4.219, 1.826], [-1.916, 0.661, 0.038], [0.582, 2.008, -0.667], [2.328, -3.392, 1.545], [-0.173, 2.369, -2.858], [-2.490, 2.707, -3.668], [-0.426, -1.565, 0.117], [2.849, -4.719, 1.008], [0.084, -2.495, 1.308], [0.753, -0.538, 1.382], [-0.738, 1.614, -2.308], [-0.907, 0.671, -0.016], [1.648, -0.137, 0.895], [0.190, 1.493, 1.634], [-0.467, 0.633, -2.686], [-0.989, 2.724, -0.496], [-0.307, 0.570, 1.315], [0.974, -0.669, 2.421]],
  "homo_ev": -9.10,
  "homo_lumo_gap_ev": 9.941,
  "smiles": "NCCNCCS.O"
}


Arrangement iii

{
  "formula": "C4H14N2OS",
  "method": "wB97M-V/def2-TZVPD",
  "species": ["H", "C", "H", "H", "H", "N", "H", "H", "H", "H", "H", "H", "C", "H", "S", "O", "H", "C", "H", "N", "H", "C"],
  "positions_angstrom": [[0.518, 2.201, -0.426], [-1.523, -1.138, 1.400], [0.567, -1.460, 1.635], [2.952, 0.363, -1.440], [-2.210, 0.226, -1.800], [-1.578, 0.848, -1.314], [0.378, -3.589, 2.250], [-1.524, -1.735, 0.477], [-0.107, 1.307, -2.787], [-0.760, -3.329, 3.367], [-1.924, 1.794, -1.402], [-1.444, 0.444, 0.135], [0.828, 1.258, -0.869], [1.011, 0.573, -0.051], [2.437, 1.575, -1.677], [-1.410, 0.224, 1.126], [-0.237, -1.102, 3.130], [-0.206, 0.733, -1.865], [0.010, -0.321, -2.047], [-0.493, -3.105, 2.419], [-2.434, -1.332, 1.972], [-0.334, -1.666, 2.202]],
  "homo_ev": -8.84,
  "homo_lumo_gap_ev": 9.575,
  "smiles": "NCCO.NCCS"
}


Most stable: arrangement ii (next structure +2.3 kcal/mol)


Arrangement i

{
  "formula": "C20H24N2O5S",
  "method": "wB97M-V/def2-TZVPD",
  "species": ["C", "C", "H", "C", "N", "H", "C", "C", "H", "C", "C", "C", "H", "C", "H", "C", "H", "H", "H", "C", "H", "H", "C", "C", "H", "H", "C", "O", "H", "H", "H", "C", "C", "O", "N", "H", "S", "C", "O", "H", "H", "H", "C", "H", "O", "H", "H", "C", "O", "C", "H", "H"],
  "positions_angstrom": [[8.487, -0.275, 0.189], [6.323, 0.438, -0.570], [9.883, 1.267, 0.693], [4.065, -1.574, 0.234], [-5.575, -0.477, -0.207], [-0.669, -1.411, -1.133], [-8.010, -0.372, -0.483], [1.652, -0.854, 0.187], [-6.534, -0.967, -1.958], [-1.212, -0.583, -0.712], [8.889, 1.038, 0.340], [-2.596, 1.569, 0.384], [-7.982, 0.667, -0.844], [-2.540, -0.372, -1.033], [2.881, -0.920, 1.921], [-1.270, 1.366, 0.712], [-4.943, 0.194, 1.639], [-7.316, 0.204, 2.635], [-0.771, 2.044, 1.389], [3.003, -0.675, 0.863], [-3.157, 2.399, 0.786], [1.110, 0.842, 1.172], [-6.710, -1.071, -0.888], [-0.567, 0.287, 0.170], [3.655, -2.574, 0.088], [8.305, 3.090, 0.139], [-7.110, 0.270, 1.566], [-5.420, 2.112, -0.246], [5.193, -1.712, -1.621], [3.619, -0.906, -1.766], [-7.075, 1.323, 1.256], [8.004, 2.059, 0.030], [4.498, -1.023, -1.127], [-8.176, -0.392, 0.919], [0.765, 0.129, 0.543], [4.927, -1.636, 0.900], [-4.944, 0.921, -0.899], [7.213, -0.584, -0.260], [1.392, -1.770, -0.555], [-5.735, -1.405, 1.632], [-3.058, -1.025, -1.716], [6.034, 2.547, -0.670], [-3.223, 0.697, -0.485], [-8.878, -0.884, -0.899], [-5.121, 0.809, -2.316], [3.320, 0.368, 0.785], [-6.749, -2.130, -0.615], [-5.768, -0.388, 1.227], [5.051, 0.274, -1.033], [6.734, 1.764, -0.420], [6.936, -1.620, -0.369], [9.169, -1.080, 0.424]],
  "homo_ev": -8.68,
  "homo_lumo_gap_ev": 9.104,
  "smiles": "O=C(CCCOc1ccccc1)Nc1ccc(S(=O)(=O)N2CCOCC2)cc1"
}


Arrangement ii

{
  "formula": "C20H24N2O5S",
  "method": "wB97M-V/def2-TZVPD",
  "species": ["O", "C", "C", "C", "H", "H", "H", "C", "C", "H", "C", "H", "H", "H", "N", "H", "O", "O", "N", "C", "C", "H", "C", "H", "C", "C", "C", "S", "C", "H", "H", "H", "C", "H", "H", "C", "O", "H", "H", "C", "C", "H", "O", "H", "C", "H", "H", "H", "C", "C", "H", "H"],
  "positions_angstrom": [[1.290, -3.618, 1.148], [2.986, 0.305, -1.466], [2.112, -1.485, -0.150], [3.143, -1.342, 0.757], [6.640, 0.808, 0.099], [1.028, 0.965, 0.703], [-4.653, 0.051, -0.398], [-0.261, -1.110, 1.852], [-3.348, 1.421, -1.469], [-0.827, 0.776, -1.283], [4.104, -0.362, 0.567], [-1.952, -3.067, 1.388], [0.810, -1.143, 2.066], [0.278, 3.299, 0.491], [-2.913, -0.915, -0.962], [-1.620, -3.223, -0.352], [0.496, -3.295, -1.165], [4.901, 1.467, -0.826], [-0.465, -1.800, 0.588], [-3.968, 0.039, -1.246], [-2.899, -1.569, 0.213], [-1.900, 3.987, 1.428], [-2.365, 2.031, 2.167], [4.902, -0.263, 1.285], [-0.348, 2.578, 0.995], [-1.910, -0.951, -2.003], [0.073, 1.264, 1.111], [0.860, -2.730, 0.105], [-1.355, 0.467, -2.198], [6.547, 2.517, -0.393], [3.192, -2.011, 1.602], [5.655, 1.962, 1.045], [-1.724, -2.510, 0.469], [-1.106, -1.640, -1.757], [1.236, -0.828, -1.974], [-1.570, 2.963, 1.522], [-2.382, 1.385, -2.496], [-4.106, 2.136, -1.790], [2.953, 0.955, -2.326], [-0.721, 0.322, 1.756], [4.028, 0.476, -0.545], [-0.791, -1.628, 2.660], [-3.791, -1.451, 1.033], [-2.573, -0.006, 2.780], [2.036, -0.673, -1.269], [-2.888, 1.768, -0.532], [-3.319, 2.324, 2.578], [-0.671, 0.500, -3.048], [5.991, 1.687, 0.041], [-1.942, 0.717, 2.286], [-4.500, -0.277, -2.150], [-2.394, -1.273, -2.934]],
  "homo_ev": -8.94,
  "homo_lumo_gap_ev": 9.438,
  "smiles": "COc1ccc(S(=O)(=O)N(CC(=O)N2CCOCC2)Cc2ccccc2)cc1"
}


Most stable: arrangement i (next structure +4.7 kcal/mol)


Arrangement i

{
  "formula": "C11H15N",
  "method": "wB97M-V/def2-TZVPD",
  "species": ["H", "H", "H", "H", "C", "C", "H", "H", "H", "H", "H", "C", "N", "C", "C", "C", "H", "H", "H", "H", "C", "H", "H", "C", "C", "C", "C"],
  "positions_angstrom": [[1.996, -2.704, -1.445], [0.760, -1.337, -3.216], [-1.089, -0.350, 3.632], [-3.381, -1.009, 0.881], [-2.450, -0.514, 0.641], [1.565, -1.674, -1.299], [1.313, 0.164, -2.435], [-1.111, -2.029, 3.092], [1.093, 0.775, 2.455], [2.354, -1.347, -0.615], [-2.480, -0.061, -1.418], [-1.418, -0.469, 1.548], [-2.214, 0.234, -0.493], [1.287, 2.072, 0.709], [-0.917, 0.800, -0.333], [0.669, 1.132, 1.515], [2.489, -0.796, -3.171], [-2.624, -1.153, 3.190], [2.128, 2.571, 1.211], [1.292, 3.323, -0.981], [1.016, 2.337, -0.642], [-0.235, 1.737, -2.209], [0.584, -1.803, -0.856], [-0.460, 0.481, 1.033], [-0.158, 1.580, -1.130], [1.564, -0.916, -2.612], [-1.573, -1.044, 2.947]],
  "homo_ev": [0.48, -2.82],
  "homo_lumo_gap_ev": [3.359, 6.609],
  "total_charge": -1,
  "spin_multiplicity": 2
}


Arrangement ii

{
  "formula": "C11H15N",
  "method": "wB97M-V/def2-TZVPD",
  "species": ["C", "H", "H", "H", "H", "C", "N", "H", "C", "H", "C", "C", "H", "H", "H", "C", "H", "C", "H", "C", "C", "H", "H", "H", "H", "C", "C"],
  "positions_angstrom": [[0.325, -2.566, -0.129], [-3.389, 0.284, 0.488], [0.240, 1.618, 2.626], [-2.896, 2.046, 0.306], [2.891, 0.135, 2.389], [-1.569, 0.702, -0.585], [-0.499, 0.580, -2.645], [0.571, -3.328, 0.602], [0.749, -1.550, -2.310], [1.243, -0.358, 2.062], [1.989, 0.401, 1.848], [-1.431, 1.336, -1.826], [1.760, -3.314, -1.484], [1.547, 2.570, 1.732], [1.758, 2.060, 3.268], [-2.558, 0.995, 0.461], [1.343, -1.520, -3.232], [1.029, -2.516, -1.331], [-1.912, 2.214, -2.234], [1.290, 1.704, 2.349], [-0.700, -0.423, -0.674], [2.094, 0.516, 0.770], [-0.485, 0.702, -3.636], [-0.664, -1.307, 1.325], [-2.171, 0.985, 1.492], [-0.054, -0.484, -1.902], [-0.503, -1.483, 0.270]],
  "homo_ev": [0.61, -2.86],
  "homo_lumo_gap_ev": [3.105, 6.534],
  "total_charge": -1,
  "spin_multiplicity": 2
}


Most stable: arrangement ii (next structure +10.1 kcal/mol)


Arrangement i

{
  "formula": "NO3S2",
  "method": "wB97M-V/def2-TZVPD",
  "species": ["S", "O", "O", "O", "S", "N"],
  "positions_angstrom": [[-1.205, -0.028, 0.204], [1.400, -1.200, 0.556], [-2.663, -0.038, 0.263], [1.571, 1.269, 0.429], [1.471, 0.016, -0.307], [-0.575, -0.019, -1.146]],
  "homo_ev": -4.76,
  "homo_lumo_gap_ev": 8.505,
  "total_charge": -1
}


Arrangement ii

{
  "formula": "NO3S2",
  "method": "wB97M-V/def2-TZVPD",
  "species": ["S", "O", "S", "N", "O", "O"],
  "positions_angstrom": [[0.694, 0.276, -1.319], [-0.170, 0.237, 0.484], [-1.519, -0.328, 1.076], [-1.868, 0.070, 2.420], [1.980, 0.914, -1.016], [0.883, -1.169, -1.644]],
  "homo_ev": -5.04,
  "homo_lumo_gap_ev": 8.773,
  "total_charge": -1
}


Most stable: arrangement i (next structure +4.9 kcal/mol)


Arrangement i

{
  "formula": "C3H3O4Rb",
  "method": "wB97M-V/def2-TZVPD",
  "species": ["H", "O", "H", "O", "Rb", "O", "C", "H", "C", "O", "C"],
  "positions_angstrom": [[-1.463, 0.880, 0.173], [-4.819, -0.488, 0.149], [4.557, 1.794, -3.701], [5.021, 1.372, -2.986], [4.467, 0.364, -0.375], [-2.665, -0.687, 0.992], [-0.314, -0.680, 1.342], [-0.585, -1.542, 1.979], [-3.746, -0.577, 0.516], [0.907, -0.431, 1.125], [-1.359, -0.004, 0.786]],
  "homo_ev": -6.11,
  "homo_lumo_gap_ev": 5.347
}


Arrangement ii

{
  "formula": "C3H3O4Rb",
  "method": "wB97M-V/def2-TZVPD",
  "species": ["C", "Rb", "C", "H", "H", "H", "C", "O", "O", "O", "O"],
  "positions_angstrom": [[0.832, -0.079, 0.667], [-0.505, 0.700, -3.028], [-1.754, 1.141, 0.333], [0.301, -0.455, 1.566], [1.799, 0.322, 1.033], [1.731, -2.095, 0.270], [1.145, -1.273, -0.187], [0.086, 0.847, -0.036], [-2.085, 1.043, 1.474], [-2.249, 1.227, -0.777], [0.700, -1.379, -1.316]],
  "homo_ev": -8.67,
  "homo_lumo_gap_ev": 8.045
}


Most stable: arrangement ii (next structure +123.6 kcal/mol)


Arrangement i

{
  "formula": "C3H7N2S2",
  "method": "wB97M-V/def2-TZVPD",
  "species": ["H", "H", "H", "H", "H", "C", "C", "S", "N", "N", "C", "S", "H", "H"],
  "positions_angstrom": [[0.622, -2.225, 1.721], [-2.054, 0.097, -1.347], [0.929, -0.220, 3.027], [0.523, 1.585, -2.484], [-1.193, 1.671, -1.510], [0.569, -1.237, 1.251], [-1.306, 0.733, -0.857], [1.326, 0.476, -1.953], [0.938, -0.220, 1.920], [0.294, -1.058, -0.041], [0.083, 0.162, -0.674], [0.829, 1.331, 1.250], [0.147, -1.979, -0.374], [-1.710, 0.884, 0.070]],
  "homo_ev": -13.04,
  "homo_lumo_gap_ev": 8.092,
  "total_charge": 1
}


Arrangement ii

{
  "formula": "C3H7N2S2",
  "method": "wB97M-V/def2-TZVPD",
  "species": ["H", "C", "H", "H", "N", "S", "H", "H", "S", "N", "C", "C", "H", "H"],
  "positions_angstrom": [[0.394, -2.621, -0.490], [-0.826, 0.710, -0.636], [2.799, 1.527, 0.672], [-1.204, -1.364, -1.988], [0.610, -0.771, 0.556], [-2.303, 1.170, -0.020], [0.032, 1.127, 1.246], [-2.256, 0.285, 0.882], [1.897, 1.376, -0.478], [-0.640, -0.936, -1.287], [0.103, -1.530, -0.418], [0.402, 0.655, 0.366], [1.398, -1.162, 0.884], [-0.699, 1.386, -1.447]],
  "homo_ev": -13.68,
  "homo_lumo_gap_ev": 10.150,
  "total_charge": 1,
  "smiles": "S[C@@H]1NC=[NH+][C@H]1S"
}


Most stable: arrangement ii (next structure +20.9 kcal/mol)